{
  "formula": "C26H29BF6N7O3SSbZr",
  "method": "ωB97M-V/def2-TZVPD",
  "species": ["Zr", "C", "C", "N", "N", "C", "B", "N", "C", "C", "C", "N", "N", "C", "C", "C", "N", "H", "H", "H", "H", "H", "H", "H", "H", "H", "H", "F", "Sb", "F", "F", "F", "F", "F", "O", "S", "C", "C", "C", "C", "C", "C", "C", "C", "C", "C", "C", "C", "H", "H", "H", "H", "H", "H", "H", "H", "H", "H", "O", "C", "O", "C", "N", "C", "C", "C", "H", "H", "H", "H", "H", "H", "H", "H", "H"],
  "coordinates": [[-1.2841, 0.5582, 0.3287], [-1.0911, -3.7929, 1.1894], [-0.5625, -2.5148, 1.0677], [-1.5059, -1.6511, 0.6813], [-2.6594, -2.3635, 0.5577], [-2.4263, -3.6481, 0.8694], [-3.9386, -1.7196, 0.0504], [-4.3399, -0.6144, 1.1455], [-5.4257, -0.4574, 1.8190], [-5.2837, 0.7257, 2.6355], [-3.9529, 1.2114, 2.2948], [-3.4058, 0.4271, 1.4346], [-3.6954, -0.9339, -1.2248], [-4.3251, -1.0217, -2.4058], [-3.7400, -0.1396, -3.2924], [-2.7493, 0.4909, -2.5560], [-2.7113, 0.0086, -1.3052], [-0.5795, -4.6965, 1.4702], [0.4534, -2.1820, 1.2133], [-3.2184, -4.3779, 0.8217], [-4.8365, -2.4906, -0.0451], [-6.2595, -1.1402, 1.7385], [-6.0003, 1.1535, 3.3211], [-3.4497, 2.0884, 2.6722], [-5.1358, -1.7187, -2.5464], [-4.0014, 0.0260, -4.3226], [-2.0644, 1.2620, -2.8711], [-0.8485, 2.2321, -0.9606], [-1.6961, 3.9032, -0.1531], [-1.5611, 2.5802, 1.3603], [-3.2394, 2.8490, -0.4472], [-2.5549, 5.1156, 0.9312], [-1.7119, 4.6948, -1.8044], [0.0259, 4.3728, 0.3560], [0.1423, -0.2897, -0.9662], [1.0931, 0.2700, -2.0856], [1.1908, -1.0969, -3.2157], [0.5519, -2.2916, -2.9380], [0.6579, -3.3253, -3.8654], [1.3841, -3.1470, -5.0265], [2.0088, -1.9361, -5.2852], [1.9123, -0.8902, -4.3764], [2.6946, 0.2988, -1.3452], [3.2886, 1.5474, -1.2158], [4.5640, 1.6298, -0.6685], [5.2131, 0.4738, -0.2573], [4.6003, -0.7721, -0.3867], [3.3352, -0.8678, -0.9399], [-0.0174, -2.4163, -2.0269], [0.1674, -4.2695, -3.6706], [1.4628, -3.9534, -5.7428], [2.5701, -1.7969, -6.1989], [2.3954, 0.0584, -4.5817], [2.7787, 2.4363, -1.5690], [5.0631, 2.5881, -0.6051], [6.2185, 0.5350, 0.1393], [5.1288, -1.6679, -0.0892], [2.8693, -1.8336, -1.0955], [0.7578, 1.2893, 1.1115], [0.4111, 1.0111, 2.2892], [-0.6681, 0.3785, 2.4818], [1.2914, 1.4403, 3.4418], [2.2382, 2.5057, 2.9327], [3.6410, 2.1067, 3.3405], [3.5661, 0.5935, 3.2911], [2.2079, 0.2935, 3.9308], [0.6753, 1.8478, 4.2401], [1.9874, 3.4398, 3.2575], [2.1611, 2.5033, 1.9060], [3.8071, 2.4798, 4.3496], [4.3512, 2.5675, 2.6589], [4.3883, 0.1341, 3.8347], [3.6048, 0.2465, 2.2559], [2.2716, 0.3223, 5.0171], [1.8089, -0.6794, 3.6499]],
  "atomic_forces_ev_per_a": [[1.17, -0.34, -0.23], [0.03, 0.03, 0.09], [0.07, -0.03, -0.07], [-0.26, -0.05, 0.06], [0.10, -0.05, 0.08], [-0.03, 0.01, -0.13], [-0.08, 0.09, 0.11], [0.37, 0.03, -0.22], [-0.14, 0.31, 0.39], [0.31, -0.06, -0.32], [-0.54, 0.03, 0.40], [-0.18, -0.31, -0.17], [0.00, 0.10, -0.09], [0.06, -0.13, 0.01], [-0.03, 0.10, 0.03], [0.08, -0.04, -0.10], [-0.19, 0.09, 0.01], [0.00, 0.00, 0.02], [-0.01, 0.00, 0.02], [-0.01, 0.01, 0.00], [-0.01, 0.00, 0.01], [0.00, 0.01, 0.01], [0.02, -0.01, -0.01], [-0.02, -0.01, 0.01], [0.00, 0.00, 0.02], [-0.02, 0.02, 0.01], [-0.01, 0.01, 0.01], [-0.17, 0.10, 0.01], [-0.24, -0.16, 0.07], [-0.22, -0.25, -0.19], [0.09, 0.18, 0.00], [-0.02, 0.02, 0.01], [0.04, 0.09, -0.11], [0.09, 0.02, -0.06], [-0.21, 0.29, 0.11], [-0.14, -0.16, 0.14], [-0.09, 0.07, 0.31], [-0.07, -0.27, -0.06], [-0.18, 0.08, 0.38], [0.09, -0.04, -0.19], [0.10, 0.26, 0.01], [0.16, -0.06, -0.37], [0.02, 0.00, 0.00], [0.01, 0.04, -0.01], [-0.03, 0.01, -0.01], [0.00, -0.03, 0.00], [0.00, 0.01, 0.01], [0.02, -0.05, -0.04], [0.00, 0.00, 0.00], [0.00, 0.00, 0.00], [0.00, 0.00, 0.00], [0.00, 0.00, 0.00], [0.00, -0.01, 0.00], [0.00, 0.00, 0.01], [-0.01, 0.00, 0.00], [0.00, 0.00, 0.00], [0.00, 0.00, 0.00], [0.00, 0.00, 0.01], [0.00, 0.13, 0.04], [-0.04, 0.00, 0.06], [0.13, -0.01, -0.04], [-0.04, -0.08, 0.01], [0.01, -0.02, -0.03], [0.04, -0.02, 0.00], [0.00, 0.00, 0.04], [0.00, -0.01, -0.01], [-0.02, 0.01, -0.02], [0.00, -0.01, 0.01], [-0.02, 0.03, 0.00], [0.00, 0.00, 0.00], [-0.01, 0.00, -0.01], [0.00, 0.00, -0.01], [0.00, 0.01, -0.01], [0.01, 0.00, 0.00], [-0.01, 0.00, 0.02]],
  "lowdin_spin": [-0.003, 0.004, 0.001, 0.003, 0.008, -0.001, 0.004, 0.146, 0.090, 0.480, 0.096, 0.130, 0.010, -0.001, 0.006, 0.000, 0.005, 0.000, 0.000, 0.000, 0.000, 0.000, 0.019, 0.000, 0.000, 0.000, 0.000, 0.000, 0.000, 0.000, 0.000, 0.000, 0.000, 0.000, 0.000, 0.000, 0.000, 0.000, 0.000, 0.000, 0.000, 0.000, 0.000, 0.000, 0.000, 0.000, 0.000, 0.000, 0.000, 0.000, 0.000, 0.000, 0.000, 0.000, 0.000, 0.000, 0.000, 0.000, 0.000, 0.000, 0.000, 0.000, 0.000, 0.000, 0.000, 0.000, 0.000, 0.000, 0.000, 0.000, 0.000, 0.000, 0.000, 0.000, 0.000],
  "homo_ha": [-0.60382, -0.60382],
  "multiplicity": 2,
  "charge": 3,
  "e_above_lowest_ev": 0.309,
  "homo_lumo_gap_ev": [7.7, 4.3]
}

=====

{
  "formula": "C21H19NO6",
  "method": "ωB97M-V/def2-TZVPD",
  "species": ["C", "C", "C", "C", "C", "C", "C", "C", "C", "C", "C", "O", "N", "C", "C", "C", "C", "C", "C", "O", "O", "C", "C", "O", "C", "O", "O", "C", "H", "H", "H", "H", "H", "H", "H", "H", "H", "H", "H", "H", "H", "H", "H", "H", "H", "H", "H"],
  "coordinates": [[-4.1126, 1.7139, -3.8742], [-3.4554, 2.8448, -4.0402], [-2.8352, 3.6297, -2.9170], [-1.3394, 3.5322, -3.0238], [-0.5725, 4.5189, -3.6154], [0.8085, 4.3890, -3.7494], [1.4464, 3.2600, -3.2953], [0.7043, 2.2358, -2.6924], [1.2774, 1.0285, -2.1994], [0.5146, 0.0607, -1.6300], [1.2138, -1.1754, -1.1428], [2.4208, -1.2916, -1.2536], [0.4170, -2.1209, -0.6141], [0.9551, -3.3312, -0.0357], [0.5788, -3.4561, 1.4038], [-0.1729, -4.3980, 2.0579], [-0.2129, -4.0013, 3.4071], [0.5143, -2.8368, 3.4817], [0.7958, -1.9972, 4.6474], [0.4103, -2.2550, 5.7634], [1.5354, -0.9305, 4.3264], [1.8678, -0.0376, 5.3879], [0.7342, 0.9376, 5.6729], [0.9923, -2.5124, 2.2611], [-0.9258, 0.2547, -1.5048], [-1.7141, -0.5263, -1.0108], [-1.4366, 1.4172, -1.9818], [-0.6859, 2.3809, -2.5622], [-4.5302, 1.1718, -4.7057], [-4.2592, 1.2816, -2.8985], [-3.3015, 3.2586, -5.0285], [-3.1626, 3.2176, -1.9622], [-3.1400, 4.6758, -2.9850], [-1.0588, 5.4118, -3.9795], [1.3742, 5.1816, -4.2144], [2.5143, 3.1422, -3.3939], [2.3440, 0.8660, -2.2771], [-0.5769, -1.9306, -0.5325], [0.5866, -4.2082, -0.5773], [2.0438, -3.2639, -0.1450], [-0.6318, -5.2630, 1.6251], [-0.7043, -4.4881, 4.2236], [2.7625, 0.4862, 5.0453], [2.0955, -0.6227, 6.2853], [-0.1394, 0.3958, 6.0269], [1.0446, 1.6438, 6.4377], [0.4712, 1.4826, 4.7694]],
  "atomic_forces_ev_per_a": [[-0.14, -0.13, -0.10], [-0.03, 0.20, 0.10], [-0.02, -0.14, -0.07], [0.00, -0.16, 0.21], [0.07, -0.21, 0.12], [0.11, 0.07, -0.07], [-0.19, -0.10, 0.07], [-0.61, 0.20, -0.02], [-0.29, -0.56, 0.30], [0.46, 0.52, -0.28], [-0.23, -0.08, -0.03], [0.28, 0.10, -0.04], [-0.27, -0.22, 0.13], [0.31, 0.19, 0.14], [-0.49, -0.81, -0.15], [0.39, 0.39, -0.46], [0.47, 0.84, 0.32], [-0.66, -0.92, 0.31], [0.08, 0.09, 0.19], [0.00, -0.01, -0.20], [-0.03, -0.10, -0.37], [-0.01, 0.27, 0.53], [0.17, -0.33, -0.18], [0.27, 0.34, -0.18], [-0.20, -0.60, 0.31], [0.16, 0.37, -0.21], [-0.28, 0.16, -0.02], [0.79, 0.60, -0.38], [-0.04, -0.07, -0.20], [0.00, -0.05, 0.24], [-0.02, -0.02, -0.16], [-0.07, 0.11, 0.01], [0.03, -0.01, 0.09], [-0.09, 0.09, -0.02], [0.06, 0.06, -0.04], [0.13, -0.01, -0.01], [0.07, -0.08, 0.03], [0.15, 0.12, -0.08], [0.11, 0.05, 0.14], [-0.19, -0.15, -0.01], [-0.08, -0.16, -0.17], [-0.08, -0.05, 0.22], [-0.09, -0.11, 0.05], [0.06, 0.11, -0.17], [-0.06, 0.01, 0.05], [0.02, 0.10, 0.08], [-0.02, 0.09, -0.05]],
  "mulliken_charge": [-0.792, 0.031, -1.015, 0.719, -0.503, -0.793, -0.759, 0.990, -0.631, -0.167, 0.584, -0.715, -0.168, -1.045, 0.718, -0.896, -0.270, 0.323, 0.195, -0.619, -0.315, -0.219, -1.109, -0.248, 0.773, -0.766, -0.468, 0.092, 0.280, 0.244, 0.309, 0.277, 0.496, 0.411, 0.398, 0.478, 0.526, 0.328, 0.310, 0.415, 0.473, 0.524, 0.297, 0.321, 0.314, 0.375, 0.297],
  "homo_ha": -0.32312,
  "charge": 0,
  "e_above_lowest_ev": 0.922,
  "homo_lumo_gap_ev": 8.2
}

=====

{
  "formula": "C4H12N2O",
  "method": "ωB97M-V/def2-TZVPD",
  "species": ["C", "C", "N", "N", "C", "C", "O", "H", "H", "H", "H", "H", "H", "H", "H", "H", "H", "H", "H"],
  "coordinates": [[2.1309, 0.2120, 0.5445], [1.4138, 0.6702, -0.7328], [-0.1053, -0.0912, -0.9101], [-0.0773, -1.5387, -0.7504], [-0.9227, 0.4031, 0.2979], [-2.2719, -0.4523, 0.4416], [-0.9929, 1.7793, 0.3304], [2.9573, -0.5563, 0.3695], [2.4225, 1.1095, 1.0783], [1.3320, -0.2944, 1.2125], [0.9997, 1.6629, -0.7242], [1.8300, 0.4695, -1.6675], [0.7589, -1.9428, -0.2501], [0.0415, -1.8710, -1.7015], [-0.3840, 0.0443, 1.1988], [-2.7934, -0.0415, -0.3962], [-1.9960, -1.4745, 0.4659], [-2.6086, 0.0369, 1.3984], [-1.7345, 1.8752, -0.2052]],
  "atomic_forces_ev_per_a": [[-1.03, -1.39, -0.07], [-3.94, -1.94, 1.01], [1.40, 1.10, 2.21], [1.37, -0.05, -0.58], [1.85, -4.04, 0.56], [1.87, 4.52, 0.93], [0.85, -0.80, 0.96], [-0.95, 1.37, 0.28], [0.61, -0.20, 0.23], [1.55, 0.71, -0.92], [0.54, 0.53, 0.25], [1.13, -0.37, -1.26], [-0.88, 1.08, -0.26], [-0.15, -0.19, 0.03], [0.04, 0.66, -0.21], [-1.31, -0.68, -0.61], [-0.33, -0.71, -0.05], [-0.44, -1.14, -0.83], [-2.18, 1.55, -1.66]],
  "mulliken_charge": [-0.807, -0.517, -0.263, -0.522, 0.200, -1.245, -0.470, 0.271, 0.298, 0.234, 0.338, 0.389, 0.199, 0.239, 0.186, 0.326, 0.448, 0.318, 0.378],
  "homo_ha": -0.32994,
  "charge": 0,
  "e_above_lowest_ev": 3.820,
  "homo_lumo_gap_ev": 10.1
}

=====

{
  "formula": "C11H10ClF3O3SY",
  "method": "ωB97M-V/def2-TZVPD",
  "species": ["C", "C", "C", "H", "C", "C", "H", "H", "H", "H", "Y", "Cl", "C", "C", "C", "H", "C", "C", "H", "H", "H", "H", "F", "C", "F", "F", "S", "O", "O", "O"],
  "coordinates": [[-2.8348, -1.0073, -0.2715], [-1.9092, -1.1733, -1.3625], [-1.4936, 0.1082, -1.8164], [-1.5948, -2.1052, -1.8020], [-2.0802, 1.0962, -0.9806], [-2.9372, 0.4411, -0.0238], [-3.3611, 0.9256, 0.8767], [-3.1217, -1.7936, 0.4428], [-0.9186, 0.3113, -2.7076], [-1.9481, 2.1673, -1.0977], [-0.9602, -0.4434, 1.0653], [0.1315, -2.6083, 1.6264], [2.9254, 0.2348, 0.0900], [2.4036, 1.4625, -0.4632], [1.8281, 1.1560, -1.7393], [2.3318, 2.4036, 0.0922], [1.9982, -0.2241, -1.9847], [2.6809, -0.8108, -0.8765], [2.8508, -1.8754, -0.6866], [3.2970, 0.1046, 1.1292], [1.2205, 1.8438, -2.3110], [1.5499, -0.7923, -2.7961], [-1.3747, 1.0397, 5.1729], [-0.7803, 0.5356, 4.1180], [-0.0549, -0.5684, 4.4913], [-1.8448, -0.0445, 3.3180], [0.1693, 1.7805, 3.0412], [0.1804, 3.0469, 3.6835], [1.4430, 1.0800, 2.7983], [-0.6610, 1.7442, 1.7676]],
  "atomic_forces_ev_per_a": [[0.09, 1.27, -0.21], [-0.47, 0.68, 0.55], [-0.84, -0.16, 0.94], [0.01, -0.11, 0.11], [-0.66, -0.99, 0.37], [0.25, -0.69, -0.53], [-0.10, -0.31, -0.79], [-0.39, 0.19, -0.59], [0.29, -0.09, 0.32], [0.05, -0.25, 0.21], [2.90, 0.91, -1.25], [-0.34, -0.11, 0.16], [-0.74, 0.05, -0.59], [-0.22, -1.25, 0.19], [0.27, -0.07, 1.07], [0.14, -0.26, -0.40], [0.07, -0.28, 0.63], [-0.40, 0.97, 0.77], [0.06, 0.40, -0.28], [-0.11, 0.11, -1.02], [0.15, 0.08, -0.25], [0.22, 0.13, -0.09], [0.16, 0.02, -0.19], [-0.11, -1.91, 0.37], [-0.87, 1.95, -0.51], [0.80, 0.42, 0.45], [2.38, -1.21, -2.94], [-0.46, -0.04, 0.59], [-2.39, 0.90, 1.05], [0.29, -0.35, 1.86]],
  "mulliken_charge": [-0.570, -0.688, -0.193, 0.394, -0.444, -0.669, 0.510, 0.569, 0.506, 0.379, 1.218, -0.594, -0.583, -0.582, -0.621, 0.400, -0.480, -0.635, 0.371, 0.395, 0.471, 0.468, -0.203, 0.588, -0.184, -0.288, 1.068, -0.614, -0.498, -0.489],
  "homo_ha": -0.10712,
  "charge": -1,
  "homo_lumo_gap_ev": 5.2
}

=====

{
  "formula": "C3H6N2O",
  "method": "ωB97M-V/def2-TZVPD",
  "species": ["H", "N", "C", "C", "N", "C", "O", "H", "H", "H", "H", "H"],
  "coordinates": [[0.4027, 0.0289, -2.5493], [-0.0854, 0.6641, -1.9206], [0.1012, 0.3279, -0.7102], [0.9051, -0.8498, -0.1935], [-0.5436, 1.0702, 0.2933], [-0.8609, 0.3740, 1.4641], [-1.9834, 0.1679, 1.8459], [1.3570, -1.3726, -1.0340], [0.2840, -1.5712, 0.3538], [1.6942, -0.5234, 0.4935], [-1.3009, 1.6477, -0.0605], [0.0301, 0.0362, 2.0173]],
  "atomic_forces_ev_per_a": [[0.01, 0.12, 0.08], [0.15, -0.18, 0.33], [0.05, -0.07, -0.07], [0.13, -0.04, -0.17], [-0.20, -0.13, -0.07], [-0.30, -0.07, 0.24], [0.30, 0.43, 0.11], [0.06, 0.05, 0.03], [0.03, 0.21, -0.20], [-0.10, 0.00, -0.17], [0.02, -0.21, -0.08], [-0.17, -0.10, -0.03]],
  "mulliken_charge": [0.237, -0.732, 0.750, -1.210, -0.213, -0.014, -0.511, 0.337, 0.340, 0.323, 0.297, 0.397],
  "homo_ha": -0.36679,
  "charge": 0,
  "e_above_lowest_ev": 0.913,
  "homo_lumo_gap_ev": 10.8
}

=====

{
  "formula": "C8H15N3",
  "method": "ωB97M-V/def2-TZVPD",
  "species": ["N", "C", "C", "C", "C", "C", "C", "C", "N", "C", "N", "H", "H", "H", "H", "H", "H", "H", "H", "H", "H", "H", "H", "H", "H", "H"],
  "coordinates": [[-2.4583, -1.8967, 0.1040], [-3.3428, -0.7751, 0.3552], [-3.0758, 0.5089, -0.4575], [-2.1486, 1.5149, 0.2292], [-0.7424, 1.0056, 0.5454], [0.0730, 0.6606, -0.7086], [1.4187, 0.1402, -0.3479], [1.9165, -1.1308, -0.2572], [3.2106, -1.1063, 0.1588], [3.5056, 0.1493, 0.3253], [2.4539, 0.9548, 0.0342], [-1.4972, -1.6699, 0.3309], [-2.4922, -2.1608, -0.8748], [-4.3551, -1.1273, 0.1360], [-3.2958, -0.5485, 1.4236], [-2.6759, 0.2345, -1.4369], [-4.0290, 1.0127, -0.6329], [-2.6165, 1.8281, 1.1660], [-2.0677, 2.4002, -0.4083], [-0.2142, 1.7817, 1.1065], [-0.8008, 0.1293, 1.1934], [-0.4424, -0.1025, -1.2923], [0.1712, 1.5543, -1.3319], [1.4271, -2.0600, -0.4705], [4.4569, 0.5206, 0.6500], [2.4254, 1.9601, 0.0786]],
  "atomic_forces_ev_per_a": [[0.29, -0.24, -0.06], [-0.13, 0.24, -0.26], [-0.04, -0.02, 0.30], [0.05, -0.13, -0.04], [-0.24, 0.17, -0.27], [0.00, -0.02, 0.37], [-0.23, -0.21, -0.26], [-0.32, 0.36, -0.12], [0.60, -0.25, 0.21], [0.26, -0.01, 0.09], [-0.12, 0.11, -0.02], [-0.03, -0.07, -0.06], [0.07, -0.01, 0.09], [0.02, 0.09, 0.14], [-0.12, 0.02, 0.01], [-0.08, -0.03, -0.06], [-0.02, 0.01, -0.08], [-0.04, 0.08, -0.02], [-0.01, 0.09, 0.07], [0.04, -0.08, 0.07], [0.09, -0.01, 0.08], [0.00, 0.05, -0.06], [-0.08, -0.04, -0.09], [-0.22, -0.15, -0.09], [0.19, 0.16, 0.06], [0.06, -0.10, 0.01]],
  "mulliken_charge": [-0.596, -0.767, -0.377, -0.899, -0.462, -0.301, 0.064, -0.440, -0.635, -0.306, -0.088, 0.237, 0.268, 0.346, 0.355, 0.268, 0.342, 0.339, 0.360, 0.384, 0.307, 0.238, 0.332, 0.423, 0.401, 0.207],
  "homo_ha": -0.31445,
  "charge": 0,
  "e_above_lowest_ev": 0.120,
  "homo_lumo_gap_ev": 9.3
}

=====

Electronic energy list, top to bottom, in hartree: -2926.16684; -1317.85431; -344.24465; -1847.29794; -302.65953; -478.10101